Entry 1:
Density functional theory data (the ωB97M-V functional and the def2-TZVPD basis) for the molecule CH5OP.

Output
Electronic energy = -457.66082 Ha
HOMO-LUMO gap = 0.360 Ha
Energy relative to the best compared isomer or geometry (same formula, charge and spin) = 12.8 kcal per mole
SMILES = CPO
HOMO level = -0.3313 hartree
Maximum force = 5.3 eV/Å

Cartesian coordinates (Å):
1 C 0.315 1.044 0.085
2 O 0.367 -1.570 -0.347
3 P -0.667 -0.417 -0.846
4 H 1.251 0.936 -0.563
5 H 0.440 0.677 1.035
6 H -0.297 2.027 -0.066
7 H 0.269 -2.104 0.466
8 H -1.678 -0.592 0.236

=====

Entry 2:
Density functional theory data (the ωB97M-V functional and the def2-TZVPD basis) for the molecule H2O2.

Output
Electronic energy = -151.56646 Ha
HOMO-LUMO gap = 0.429 Ha
Energy relative to the best compared isomer or geometry (same formula, charge and spin) = 1.5 kcal per mole
SMILES = OO
HOMO level = -0.3852 hartree
Maximum force = 2.9 eV/Å

Cartesian coordinates (Å):
1 H -1.014 0.709 0.185
2 H 0.956 -0.675 0.222
3 O -0.668 -0.139 -0.204
4 O 0.727 0.106 -0.203

=====

Entry 3:
Density functional theory data (the ωB97M-V functional and the def2-TZVPD basis) for C34H39BN12OTi as an isolated structure.

Output
Expectation value of S² = 0.754
Electronic energy = -2925.66232 Ha
HOMO-LUMO gap (spin up / spin down) = 0.262 / 0.263 Ha
Net charge = +1
Multiplicity = 2
Energy relative to the best compared isomer or geometry (same formula, charge and spin) = 0.0 kcal per mole
HOMO level (spin up / spin down) = -0.3450 / -0.3456 hartree
Maximum force = 0.9 eV/Å

Cartesian coordinates (Å):
1 Ti 0.341 0.121 -0.557
2 C -1.838 -1.795 2.717
3 C -0.757 -1.703 1.846
4 N -0.912 -0.677 1.012
5 N -2.094 -0.094 1.323
6 C -2.659 -0.745 2.355
7 B -2.512 1.271 0.727
8 N -1.379 2.314 1.016
9 C -1.410 3.609 1.372
10 C -0.205 4.193 1.025
11 C 0.512 3.160 0.424
12 N -0.186 2.028 0.438
13 N -2.624 1.210 -0.810
14 C -3.537 1.851 -1.570
15 C -3.071 1.923 -2.859
16 C -1.817 1.312 -2.804
17 N -1.540 0.889 -1.578
18 N -3.846 1.656 1.329
19 C -5.041 1.055 1.098
20 C -5.960 1.581 1.971
21 C -5.220 2.508 2.724
22 N -3.957 2.543 2.343
23 H -2.011 -2.524 3.486
24 H 0.117 -2.328 1.754
25 H -3.599 -0.416 2.760
26 H -2.289 4.009 1.841
27 H 0.079 5.220 1.158
28 H 1.477 3.159 -0.051
29 H -4.456 2.201 -1.139
30 H -3.565 2.341 -3.716
31 H -1.121 1.133 -3.604
32 H -5.138 0.295 0.342
33 H -7.002 1.334 2.050
34 H -5.553 3.150 3.521
35 N 3.905 1.980 -1.864
36 C 2.980 0.985 -1.954
37 N 3.355 -0.219 -2.386
38 O 1.786 1.233 -1.636
39 H 4.772 1.904 -2.372
40 H 3.511 2.905 -1.815
41 H 4.306 -0.467 -2.594
42 H 2.639 -0.932 -2.423
43 C 3.352 2.408 2.342
44 N 2.521 1.850 3.449
45 C 3.373 1.476 4.611
46 C 1.578 0.717 2.991
47 C 2.272 -0.382 2.241
48 C 3.054 -1.287 2.965
49 C 3.671 -2.350 2.334
50 C 3.450 -2.532 0.976
51 C 2.619 -1.664 0.282
52 C 1.993 -0.542 0.870
53 H 4.233 2.872 2.777
54 H 2.758 3.143 1.814
55 H 3.629 1.588 1.685
56 H 1.895 2.592 3.764
57 H 4.119 0.766 4.266
58 H 2.743 1.030 5.376
59 H 3.853 2.378 4.984
60 H 0.830 1.202 2.365
61 H 1.100 0.384 3.915
62 H 3.155 -1.192 4.039
63 H 4.277 -3.044 2.901
64 H 3.888 -3.380 0.462
65 H 2.375 -1.921 -0.737
66 C -2.078 -4.413 -0.228
67 C -2.666 -3.326 -0.866
68 C -1.881 -2.365 -1.473
69 C -0.488 -2.466 -1.442
70 C 0.091 -3.568 -0.825
71 C -0.699 -4.539 -0.222
72 N 0.318 -1.399 -1.964
73 C 0.303 -1.420 -3.377
74 C -0.089 -2.566 -4.093
75 C -0.031 -2.605 -5.474
76 C 0.420 -1.516 -6.208
77 C 0.809 -0.376 -5.520
78 C 0.750 -0.329 -4.137
79 H -2.700 -5.160 0.245
80 H -3.743 -3.229 -0.893
81 H -2.339 -1.524 -1.979
82 H 1.166 -3.676 -0.829
83 H -0.228 -5.390 0.251
84 H -0.440 -3.445 -3.573
85 H -0.344 -3.510 -5.976
86 H 0.465 -1.554 -7.287
87 H 1.153 0.497 -6.056
88 H 1.029 0.593 -3.646

=====

Entry 4:
Density functional theory data (the ωB97M-V functional and the def2-TZVPD basis) for C16H14BrN5O5SSm as an isolated structure.

Output
Expectation value of S² = 8.757
Electronic energy = -4898.55907 Ha
HOMO-LUMO gap (spin up / spin down) = 0.267 / 0.267 Ha
Net charge = -1
Multiplicity = 6
HOMO level (spin up / spin down) = -0.1800 / -0.1801 hartree
Maximum force = 1.9 eV/Å

Cartesian coordinates (Å):
1 Sm -1.373 1.016 -1.358
2 N 1.258 5.125 -1.868
3 C 0.707 3.925 -1.527
4 S -0.570 3.417 -2.630
5 N 1.182 3.312 -0.493
6 N 0.606 2.109 -0.076
7 C 1.306 1.597 0.872
8 C 1.093 0.325 1.558
9 C 2.219 -0.325 2.106
10 C 2.113 -1.625 2.539
11 C 0.873 -2.238 2.447
12 C -0.246 -1.635 1.940
13 C -0.181 -0.294 1.435
14 O -1.201 0.257 0.839
15 H 1.034 5.429 -2.810
16 H 2.182 5.351 -1.515
17 H 2.143 2.169 1.229
18 H 3.166 0.205 2.074
19 H 2.943 -2.228 2.885
20 H 0.807 -3.264 2.768
21 H -1.158 -2.185 1.754
22 N -2.474 2.872 0.162
23 C -3.930 2.759 -0.002
24 C -4.431 1.649 -0.975
25 O -5.616 1.670 -1.289
26 O -3.551 0.904 -1.530
27 H -2.178 2.578 1.074
28 H -2.150 3.819 0.038
29 H -4.409 3.648 -0.439
30 H -4.441 2.578 0.966
31 Br 4.194 -4.346 0.215
32 C 2.396 -4.045 -0.246
33 C 1.595 -5.183 -0.291
34 N 0.294 -5.081 -0.611
35 C -0.092 -3.840 -0.951
36 C 0.654 -2.674 -0.989
37 C 1.984 -2.799 -0.608
38 C 0.062 -1.356 -1.472
39 O -1.167 -1.369 -1.795
40 O 0.764 -0.312 -1.592
41 H 2.040 -6.132 -0.006
42 H -1.143 -3.777 -1.232
43 H 2.694 -2.005 -0.595

=====

Entry 5:
Density functional theory data (the ωB97M-V functional and the def2-TZVPD basis) for the molecule C3H6INO2.

Output
Electronic energy = -620.82813 Ha
HOMO-LUMO gap = 0.367 Ha
Energy relative to the best compared isomer or geometry (same formula, charge and spin) = 15.2 kcal per mole
SMILES = C[C@](O)(I)C(N)=O
HOMO level = -0.3556 hartree
Maximum force = 4.5 eV/Å

Cartesian coordinates (Å):
1 C -0.936 -0.123 1.171
2 C 0.216 0.213 -1.111
3 C -0.989 0.757 -0.029
4 N 0.260 -0.150 1.835
5 O -1.970 -0.703 1.453
6 O -2.182 0.587 -0.615
7 I -0.572 2.747 0.516
8 H 0.100 0.530 -2.107
9 H 0.211 -0.906 -1.213
10 H 1.233 0.718 -0.881
11 H 1.016 0.473 1.614
12 H 0.197 -0.214 2.866
13 H -2.731 -0.038 -0.194